1.
Entry from OMol25: a structure of composition C4H32BO24 at a distorted geometry (wB97M-V/def2-TZVPD).

CARTESIAN COORDINATES (ANGSTROEM)
1 H 0.10 25.06 8.29
2 O 4.04 25.55 4.89
3 H 0.01 27.52 11.42
4 H 5.62 25.82 3.63
5 O 6.22 26.14 3.09
6 H 2.92 31.70 7.29
7 O 0.28 26.97 12.23
8 H -1.49 27.23 7.60
9 H 5.44 23.64 9.07
10 H -1.75 31.43 5.74
11 O -1.16 31.74 6.36
12 H 0.74 26.36 11.72
13 H -0.76 30.86 6.55
14 O 6.07 28.97 7.49
15 O 2.46 27.50 3.46
16 H 1.32 31.14 6.96
17 O -1.83 27.19 8.56
18 H -1.48 29.14 9.24
19 H 1.44 24.39 2.78
20 O -1.95 29.79 9.74
21 H 0.53 25.24 4.44
22 H 1.12 29.32 5.40
23 O 5.81 25.72 7.19
24 H 2.18 24.36 4.15
25 H 2.34 26.57 3.48
26 H 6.90 28.46 7.70
27 O 8.58 25.28 7.09
28 H 3.47 27.53 3.70
29 O 4.06 26.86 7.98
30 H -0.96 27.17 9.00
31 C 1.06 27.37 8.71
32 H -1.53 28.70 5.17
33 O -1.30 28.27 6.09
34 H 7.58 25.60 7.02
35 B 2.65 26.90 7.52
36 C 3.72 25.94 6.05
37 H 1.09 28.50 4.29
38 O 6.26 23.35 8.73
39 H 6.38 24.08 8.19
40 H 8.68 24.92 6.22
41 H 5.75 28.80 6.66
42 O 0.02 27.33 9.30
43 O 3.21 32.08 8.17
44 H -0.33 28.11 5.84
45 H 1.14 32.09 5.80
46 C 4.67 26.17 7.06
47 O 0.06 24.31 7.68
48 H -2.68 30.07 9.29
49 O 1.68 26.36 8.47
50 H 2.51 31.85 8.82
51 C 1.43 28.63 8.01
52 H 5.90 25.73 2.26
53 H 0.09 25.09 6.11
54 O 2.40 28.37 7.39
55 O 1.68 31.48 6.08
56 O 0.81 29.65 8.04
57 H 0.78 23.74 7.55
58 O 0.53 28.94 4.97
59 O 1.60 24.93 3.70
60 O -0.12 25.07 5.12
61 O 2.59 26.17 6.26

As for the net charge: -1. The calculation puts the relative energy (zero: lowest compared OMol25 entry of this formula, charge and spin) at 277.0 kcal/mol. As for the HOMO energy: -7.02 eV.

Here are the natural (NBO) charges for atoms 1 to 6, given in e: atom 1 (H): 0.50, atom 2 (O): -0.67, atom 3 (H): 0.48, atom 4 (H): 0.47, atom 5 (O): -0.93, atom 6 (H): 0.49

---

2.
Entry from OMol25: a cluster of 12 separate species, C4H32N2O13 in total at a distorted geometry (wB97M-V/def2-TZVPD).

CARTESIAN COORDINATES (ANGSTROEM)
1 O -0.64 -2.75 2.62
2 H 4.21 -1.45 -0.58
3 N -1.35 -1.32 -1.66
4 H 1.00 -3.86 -0.64
5 H -2.00 1.91 3.98
6 H 2.14 -1.08 -0.55
7 H 0.72 -2.19 1.50
8 H -3.28 0.41 -0.57
9 O 1.88 0.40 1.93
10 H -1.45 3.09 -1.83
11 O -2.51 2.93 -0.13
12 O -1.65 2.13 3.14
13 H -0.40 3.92 2.46
14 H -1.52 -3.19 -0.53
15 H -1.14 -1.88 2.87
16 H -1.51 1.24 2.81
17 O -0.09 -0.38 1.10
18 C 0.68 0.26 -1.67
19 H -2.07 -0.45 -1.77
20 O 0.31 3.48 1.93
21 H 1.09 0.78 -2.51
22 H -0.33 -0.77 -3.34
23 H 2.48 -3.73 -0.02
24 H -0.02 1.11 -1.37
25 C 1.69 0.02 -0.53
26 H 0.50 -1.88 -2.26
27 H -1.66 2.63 0.21
28 H 0.28 2.81 0.20
29 H 0.54 2.68 2.31
30 O -1.91 -3.40 0.22
31 O 1.62 -2.24 1.23
32 N 2.75 0.89 -0.43
33 O -1.89 2.85 -2.61
34 O 0.10 3.25 -0.61
35 O 3.89 -1.65 -1.39
36 O 1.89 -4.16 -0.74
37 H 2.57 1.87 -0.49
38 C 1.06 -0.02 0.91
39 H 2.90 0.28 1.83
40 H 3.36 0.75 -1.37
41 H -3.89 -0.36 0.53
42 H -1.27 -2.96 1.85
43 H 0.64 3.99 -0.66
44 H -1.34 -1.14 -0.72
45 H -2.74 3.00 -2.27
46 H -2.64 -2.96 -0.12
47 H -2.61 3.93 0.09
48 H 1.93 -3.04 1.45
49 O -3.40 -0.48 -0.27
50 H 3.13 -2.33 -1.24
51 C -0.05 -0.92 -2.29

As for the net charge: +1. The spin multiplicity is 2. The calculation puts the relative energy (zero: lowest compared OMol25 entry of this formula, charge and spin) at 147.9 kcal/mol. As for the HOMO energy (spin up / spin down): -13.58 / -13.39 eV.

Here are the natural (NBO) charges for atoms 1 to 6, given in e: atom 1 (O): -0.96, atom 2 (H): 0.46, atom 3 (N): -0.62, atom 4 (H): 0.48, atom 5 (H): 0.48, atom 6 (H): 0.31

---

3.
Entry from OMol25: a cluster of 12 separate species, C4H32N2O13 in total at a distorted geometry (wB97M-V/def2-TZVPD).

CARTESIAN COORDINATES (ANGSTROEM)
1 C 0.39 0.63 -0.92
2 O -1.95 -3.80 1.62
3 H 2.85 2.44 2.28
4 H 1.54 2.58 -2.35
5 H -0.96 2.36 -1.30
6 H 4.01 -2.93 0.77
7 N 2.43 -0.54 -1.86
8 H 1.83 -1.38 -1.65
9 H 1.62 -0.98 1.87
10 C -1.03 1.12 -2.93
11 C -0.22 1.81 -1.87
12 H -0.35 -1.18 2.97
13 O 0.84 4.13 2.05
14 H -1.44 -2.74 -0.91
15 H -2.75 -2.54 -3.29
16 H 0.84 -0.78 3.73
17 H -2.45 2.72 1.33
18 H 3.50 2.59 0.97
19 H -0.80 0.10 -2.97
20 H -3.07 -1.09 1.94
21 H -1.38 -2.10 0.46
22 H -1.76 -1.26 -3.28
23 H -2.53 -1.25 -0.64
24 C 1.88 0.55 -1.17
25 O -1.98 -2.14 -2.96
26 O 4.15 -2.49 -0.12
27 H -1.68 -2.94 1.78
28 O -2.43 1.75 0.90
29 O -1.01 -2.05 -0.38
30 H -0.23 -0.25 -1.09
31 O 0.57 2.72 -2.42
32 O 3.29 3.06 1.82
33 H 3.40 -0.61 -2.25
34 H -3.33 -0.10 -0.02
35 N 0.10 1.11 0.47
36 H -2.15 1.16 -3.05
37 H -0.66 1.79 -3.76
38 O -2.38 -1.47 2.50
39 H 0.91 4.53 1.06
40 O 1.98 -1.46 1.17
41 H 3.73 -1.61 -0.02
42 H 1.47 -1.56 0.29
43 H -1.62 1.26 1.17
44 H -2.76 -3.70 1.15
45 H 0.22 0.47 1.15
46 O -3.39 -0.95 -0.38
47 H -2.88 -1.57 3.30
48 H 0.84 1.76 0.62
49 O 0.34 -0.53 2.91
50 O 2.66 1.49 -0.89
51 H 1.79 3.87 2.22

As for the net charge: +1. The spin multiplicity is 2. The calculation puts the relative energy (zero: lowest compared OMol25 entry of this formula, charge and spin) at 131.8 kcal/mol. As for the HOMO energy (spin up / spin down): -13.62 / -13.62 eV.

Here are the natural (NBO) charges for atoms 1 to 6, given in e: atom 1 (C): -0.23, atom 2 (O): -0.92, atom 3 (H): 0.45, atom 4 (H): 0.52, atom 5 (H): 0.22, atom 6 (H): 0.49

---

4.
Entry from OMol25: a cluster of 11 separate species, C4H32NO10 in total at a distorted geometry (wB97M-V/def2-TZVPD).

CARTESIAN COORDINATES (ANGSTROEM)
1 H 1.88 0.65 2.30
2 N 1.54 0.78 1.38
3 H 0.91 -3.13 -2.42
4 H -1.27 -2.01 -3.44
5 H -1.11 -3.44 0.02
6 O 1.55 -2.41 -2.48
7 H -0.72 3.54 -0.49
8 O -0.08 0.12 -2.34
9 C 0.03 2.99 0.05
10 O -0.88 -2.52 -0.15
11 O -4.14 -0.12 -1.67
12 C -0.72 -0.30 2.09
13 H -0.37 -1.31 2.21
14 H 3.46 1.08 -0.84
15 H 0.92 3.44 -0.01
16 H -1.72 -0.59 1.76
17 H 1.93 -2.75 -3.30
18 H -3.33 0.63 2.59
19 H -0.32 0.29 0.12
20 O -2.09 -2.25 -3.03
21 H -1.79 -2.35 -0.60
22 H 1.85 3.61 2.13
23 H -0.64 2.46 2.12
24 H 0.50 -0.55 -2.02
25 H -4.08 -1.08 -1.64
26 C -0.65 2.13 1.09
27 O 2.74 1.79 -1.01
28 H -0.64 0.10 3.12
29 H -0.92 -0.26 -2.06
30 H -4.99 0.07 -1.29
31 H 2.65 -2.60 1.06
32 H -2.71 -1.94 -3.69
33 H -1.63 1.61 0.84
34 H 4.43 -1.40 -0.71
35 O 3.65 -0.96 -0.40
36 H 1.79 1.61 0.85
37 H 2.19 0.04 0.83
38 H 1.19 -2.94 1.26
39 C -0.01 0.67 1.19
40 H 3.04 -1.34 -1.06
41 H 2.86 1.89 -1.97
42 O 1.54 2.78 2.46
43 H -4.31 0.69 1.46
44 H 0.14 2.34 -0.87
45 O 1.83 -2.24 1.42
46 H 0.66 2.94 2.81
47 O -4.15 0.26 2.29

As for the net charge: +1. The calculation puts the relative energy (zero: lowest compared OMol25 entry of this formula, charge and spin) at 83.7 kcal/mol. As for the HOMO energy: -13.59 eV.

Here are the natural (NBO) charges for atoms 1 to 6, given in e: atom 1 (H): 0.44, atom 2 (N): -0.73, atom 3 (H): 0.48, atom 4 (H): 0.48, atom 5 (H): 0.47, atom 6 (O): -0.96

---

5.
Entry from OMol25: a cluster of 12 separate species, C4H32O12S in total at a distorted geometry (wB97M-V/def2-TZVPD).

CARTESIAN COORDINATES (ANGSTROEM)
1 H 0.22 -0.93 2.55
2 C 1.18 2.92 -1.37
3 H 1.55 3.05 -0.35
4 H -2.15 -0.51 1.99
5 H -2.04 -3.38 2.29
6 H 2.04 2.99 -2.04
7 H 3.65 -2.69 -2.52
8 H 2.17 0.24 -1.64
9 H 1.97 0.77 0.10
10 O -3.52 -3.32 0.53
11 H -0.65 3.71 -2.31
12 C 0.52 1.52 -1.51
13 O -0.32 -1.08 1.77
14 H -0.52 -3.96 0.89
15 H -0.74 -2.71 2.63
16 O -0.17 1.70 2.55
17 H -0.46 1.66 -1.05
18 O -0.45 -4.43 0.02
19 H -3.71 -0.62 2.00
20 H -0.12 -3.52 -1.31
21 C 1.48 0.52 -0.84
22 O -1.11 -3.60 2.44
23 H 0.70 1.47 2.21
24 O 2.99 3.60 1.14
25 O 0.81 -0.73 -0.63
26 O 3.36 -3.05 -1.67
27 S 0.36 5.39 -0.88
28 H 0.38 1.25 -2.55
29 H -3.37 -2.79 -0.28
30 H -3.30 -4.22 0.27
31 H -2.50 -2.75 -2.66
32 H 0.09 -0.84 -1.26
33 H -0.10 4.67 0.18
34 O -0.47 4.36 1.94
35 H 3.38 2.84 1.60
36 H 0.90 4.36 -2.95
37 H 0.27 -1.15 1.00
38 O -2.67 -2.20 -1.89
39 H -0.56 3.41 2.16
40 H -1.21 4.69 1.44
41 H 1.03 -2.72 -1.79
42 H -0.77 1.03 2.20
43 H -1.81 -1.96 -1.54
44 H 2.36 3.92 1.79
45 O 0.07 -2.72 -1.87
46 H 4.06 -2.88 -1.05
47 O -2.97 -0.03 2.04
48 C 0.35 4.07 -2.06
49 H -0.20 -5.31 0.31

As for the net charge: +1. The spin multiplicity is 2. As for the HOMO energy (spin up / spin down): -12.84 / -12.84 eV.

Here are the natural (NBO) charges for atoms 1 to 6, given in e: atom 1 (H): 0.48, atom 2 (C): -0.42, atom 3 (H): 0.27, atom 4 (H): 0.48, atom 5 (H): 0.50, atom 6 (H): 0.24

---

6.
Entry from OMol25: a cluster of 12 separate species, C4H32O14 in total at a distorted geometry (wB97M-V/def2-TZVPD).

CARTESIAN COORDINATES (ANGSTROEM)
1 H 2.51 0.01 1.95
2 H 0.59 -1.55 -1.55
3 H 1.49 1.48 0.69
4 H -2.40 3.30 -2.14
5 H 2.74 1.68 -1.27
6 O -0.12 -1.60 -2.19
7 H -0.16 -2.20 1.11
8 H -1.01 -2.78 -0.29
9 O -2.83 0.36 0.78
10 O -3.08 -1.87 -1.95
11 C -1.04 -2.82 0.83
12 H 4.06 4.10 -1.61
13 H 0.48 1.46 -3.36
14 C 2.79 2.72 -0.97
15 H -0.65 -4.25 2.40
16 H 0.93 -0.11 2.02
17 H -0.56 -0.47 3.67
18 H -1.60 3.00 1.52
19 H 2.43 -2.83 -0.13
20 O -2.29 -2.25 1.27
21 H -0.51 2.74 0.49
22 O -0.54 0.04 2.91
23 H -0.31 0.90 3.27
24 H 0.03 1.58 -1.94
25 C 2.67 2.94 0.52
26 H -0.22 -0.12 -1.05
27 H 2.03 -1.32 0.19
28 O 0.00 2.03 -2.79
29 H -2.66 -0.54 1.07
30 C -0.77 -4.25 1.27
31 H 0.29 -1.20 -2.97
32 H -3.41 -2.70 -2.24
33 H -1.56 -5.01 1.09
34 O -1.27 3.29 0.66
35 H 2.63 4.00 0.74
36 O -0.25 0.68 -0.49
37 H -0.93 0.47 0.13
38 O 1.72 -0.23 1.45
39 O 2.03 -2.04 -0.42
40 H -3.39 0.37 -0.01
41 O -2.86 2.83 -1.45
42 H -2.12 -1.97 -2.04
43 O 4.05 3.15 -1.38
44 H -2.33 2.78 -0.68
45 H 1.21 -4.42 0.93
46 O 0.37 -4.71 0.57
47 H 3.50 2.44 1.12
48 O 1.41 2.44 0.80
49 H -3.02 -2.76 0.92
50 H 1.89 3.21 -1.44

As for the net charge: 0. The calculation puts the relative energy (zero: lowest compared OMol25 entry of this formula, charge and spin) at 64.3 kcal/mol. Its SMILES is OCCO.OCCO.O.O.O.O.O.O.O.O.O.O. As for the HOMO energy: -9.56 eV.

Here are the natural (NBO) charges for atoms 1 to 6, given in e: atom 1 (H): 0.49, atom 2 (H): 0.50, atom 3 (H): 0.50, atom 4 (H): 0.47, atom 5 (H): 0.16, atom 6 (O): -0.97

---

| no. | E (a.u.) |
| --- | --- |
| 1 | -2002.20554 |
| 2 | -1258.74912 |
| 3 | -1258.77467 |
| 4 | -978.43237 |
| 5 | -1472.32672 |
| 6 | -1224.90433 |